Density functional theory data (the ωB97M-V functional and the def2-TZVPD basis) for a structure of composition C42H58MgN8O5.

```
114
Properties=species:S:1:pos:R:3:forces:R:3
Mg -0.740758 -0.054405 1.098468 -0.1 -0.4 -0.1
C -2.004717 -2.106717 0.755561 0.0 0.3 -0.1
C -2.288033 -1.405200 2.002560 -0.3 -0.3 0.0
C -1.456657 -2.048239 2.999283 0.0 0.2 0.0
C -0.719698 -3.038277 2.341077 0.1 -0.1 -0.1
C -1.066090 -3.116705 0.981068 0.1 0.0 0.1
C -0.596834 -4.188805 0.013639 0.0 0.0 0.0
C -1.695096 -4.490732 -1.012458 0.0 0.0 0.0
C 0.700444 -3.772466 -0.694709 0.0 -0.1 0.0
C -0.323874 -5.495762 0.770641 0.0 0.0 0.0
C -1.325107 -1.860650 4.517462 0.0 0.0 0.1
C -2.582396 -2.372036 5.243483 0.0 0.0 0.0
C -0.153542 -2.697430 5.058560 0.0 0.0 0.0
C -1.031041 -0.416924 4.949242 0.0 0.0 0.0
C -3.674813 -0.737964 2.111956 0.0 0.1 0.0
C -4.079658 -0.119803 0.758730 0.1 0.0 0.0
C -3.775821 0.383787 3.151054 0.0 0.0 0.0
C -4.724495 -1.818037 2.426894 0.0 0.0 0.0
H -2.590326 -1.973946 -0.145303 0.0 -0.1 0.0
H 0.028891 -3.660410 2.808276 0.0 0.0 0.0
H -1.991256 -3.610397 -1.587434 0.0 -0.1 0.1
H -2.591524 -4.851363 -0.502359 0.0 0.0 0.0
H -1.367617 -5.260470 -1.716803 0.0 0.0 0.1
H 0.607331 -2.794894 -1.167704 0.0 0.0 0.0
H 0.991605 -4.511433 -1.451260 0.0 0.0 0.0
H 1.512672 -3.700512 0.032101 0.0 0.0 0.0
H -1.203525 -5.804955 1.337903 0.0 0.0 0.0
H 0.509639 -5.387902 1.467504 0.0 0.0 0.0
H -0.068341 -6.289374 0.063158 0.0 0.0 0.0
H -2.831939 -3.379821 4.903870 0.0 0.0 0.0
H -3.449601 -1.733154 5.082531 0.0 0.0 0.0
H -2.398720 -2.408517 6.321139 0.0 0.0 0.0
H -0.336549 -3.768915 4.956824 0.0 0.0 0.0
H -0.026012 -2.480790 6.121834 0.0 0.0 0.0
H 0.779494 -2.448300 4.549109 0.0 0.0 0.0
H -1.681726 0.315156 4.483148 0.1 0.0 0.1
H 0.001628 -0.155763 4.704524 0.0 0.0 0.0
H -1.137264 -0.330246 6.034406 0.0 0.0 0.0
H -3.263868 0.468173 0.320976 0.0 0.0 0.0
H -4.933573 0.546858 0.892843 0.0 0.0 0.0
H -4.365881 -0.875525 0.027017 0.0 0.0 0.0
H -3.082461 1.198306 2.927021 0.0 0.0 0.0
H -3.567614 0.036954 4.159784 -0.1 0.0 -0.1
H -4.791353 0.789933 3.149579 0.0 0.0 0.0
H -4.655931 -2.627114 1.696159 0.0 0.0 0.0
H -5.735444 -1.397863 2.387232 0.0 0.0 0.0
H -4.573119 -2.246920 3.414659 0.0 0.0 0.0
O -1.012255 -6.135613 -4.015121 0.0 0.0 0.0
C -1.422008 -5.117854 -4.901180 0.0 0.0 0.0
N -1.004604 -3.887877 -4.274160 0.0 0.1 0.0
C -1.035453 -2.723259 -4.958882 0.1 -0.1 0.0
O -1.422618 -2.657275 -6.114462 0.0 0.0 0.0
C -0.524646 -1.518553 -4.229052 0.0 0.0 0.0
C 0.074293 -0.502925 -4.961331 0.0 0.0 0.0
C 0.576792 0.591531 -4.282893 0.0 0.0 0.0
C 0.454412 0.631723 -2.901408 0.0 0.0 0.0
N -0.143173 -0.319628 -2.186122 -0.1 0.1 0.0
C -0.630131 -1.363884 -2.853179 0.0 0.0 0.0
H -1.300169 -6.983672 -4.362120 0.0 0.0 0.0
H -2.506292 -5.116725 -5.044362 0.0 0.0 0.0
H -0.943914 -5.204596 -5.879162 0.0 0.0 -0.1
H -0.590805 -3.962402 -3.357070 0.0 0.0 -0.1
H 0.134069 -0.593392 -6.038596 0.0 0.0 0.0
H 1.063304 1.405002 -4.805365 0.0 0.0 0.0
H 0.861718 1.473780 -2.350035 -0.1 -0.1 -0.1
H -1.135419 -2.108310 -2.249989 0.0 0.1 -0.1
C 3.795986 0.196827 0.847553 0.0 -0.1 0.0
C 5.321770 -0.036587 0.686150 0.0 0.0 0.0
N 5.637450 -0.380255 -0.701828 0.0 0.0 0.0
C 4.932223 -1.613099 -1.059308 0.0 0.0 0.0
C 3.402527 -1.439015 -0.843781 0.0 0.0 0.0
N 3.108699 -0.064773 -0.426563 0.1 0.2 0.0
C 3.630677 0.854525 -1.444762 0.1 0.0 0.0
C 5.172258 0.699633 -1.571577 0.0 0.0 0.0
H 3.573856 1.221690 1.156003 0.0 0.0 0.0
H 3.364655 -0.457057 1.603866 0.0 0.0 0.0
H 5.665698 -0.854795 1.321647 0.0 0.0 0.0
H 5.894656 0.851939 0.957437 0.0 0.0 0.0
H 5.328047 -2.423801 -0.444928 0.0 0.0 0.0
H 5.165424 -1.845241 -2.100418 0.0 0.0 0.0
H 3.033452 -2.109067 -0.065810 0.0 0.0 0.0
H 2.838116 -1.650466 -1.755698 0.0 0.0 0.0
H 3.360511 1.878310 -1.165403 0.0 0.0 0.0
H 3.135713 0.626562 -2.391340 0.0 0.0 0.0
H 5.690307 1.616724 -1.283290 0.0 0.0 0.0
H 5.463979 0.464161 -2.597417 0.0 0.0 0.0
O -0.607692 1.478102 2.598026 0.3 0.2 -0.1
N 0.627127 1.227686 2.685437 0.3 -0.1 0.6
O 1.408929 1.895613 3.317467 -0.3 0.1 -0.1
O 1.019421 0.174148 2.070365 -0.1 0.0 -0.3
N -0.589702 6.906914 -0.875061 -0.1 -0.1 0.0
C 0.083157 8.077619 -1.146429 0.1 0.0 0.0
C -0.330556 9.403072 -1.243914 0.0 0.0 0.0
C 0.644555 10.333312 -1.542709 0.0 0.0 0.0
C 1.984902 9.959291 -1.738388 0.0 0.0 0.0
C 2.387766 8.643797 -1.638678 0.0 0.0 0.0
C 1.417960 7.687647 -1.334265 -0.1 0.1 0.0
N 1.540939 6.321375 -1.165504 0.1 -0.1 0.0
C 0.339978 5.896970 -0.891000 0.0 0.2 0.0
C 0.007907 4.494175 -0.629812 -0.1 -0.1 0.0
C 1.031076 3.588799 -0.368747 0.0 0.0 0.0
C 0.711354 2.273430 -0.107697 -0.1 -0.1 0.0
N -0.552817 1.815110 -0.095465 0.1 0.0 0.2
C -1.529547 2.681353 -0.364007 0.0 -0.1 0.0
C -1.298683 4.016225 -0.636736 0.1 0.1 0.0
H -1.554261 6.824940 -0.610353 0.0 0.0 0.0
H -1.362677 9.694600 -1.093888 0.0 0.0 0.0
H 0.371269 11.377623 -1.628314 0.0 0.0 0.0
H 2.712997 10.726095 -1.970462 0.0 0.0 0.0
H 3.419313 8.348917 -1.785389 0.0 0.0 0.0
H 2.058863 3.924932 -0.363574 0.0 0.0 0.0
H 1.483070 1.533711 0.086916 -0.1 0.0 0.0
H -2.541721 2.295861 -0.365113 0.0 0.0 0.0
H -2.141489 4.655966 -0.861997 0.0 0.0 0.0
```
Forces are in eV/Å.

Calculated values
Spin multiplicity = 1
E_HOMO = -7.23 eV
Relative energy (zero: lowest compared OMol25 entry of this formula, charge and spin) = 12.3 kcal per mole
Largest force on an atom = 0.0137 hartree/bohr
Orbital gap = 6.58 eV

***

Density functional theory data (the ωB97M-V functional and the def2-TZVPD basis) for a structure of composition C48H43IN6O2P2PdSTe at a distorted geometry.

```
105
Properties=species:S:1:pos:R:3:forces:R:3
Pd -0.561440 0.954057 -2.011178 0.6 0.6 -0.5
C 5.078716 -0.990130 -1.610639 0.0 0.0 0.1
C 4.770085 0.433532 -1.266146 0.1 0.1 0.1
N 5.675284 1.099971 -0.557300 0.0 -0.1 0.0
C 5.455293 2.372617 -0.250288 -0.1 -0.1 -0.1
C 4.339029 3.081722 -0.663803 0.0 0.1 0.0
C 4.173847 4.528325 -0.272547 0.0 0.0 0.0
O 2.932461 4.739583 0.403269 0.0 0.0 0.0
C 3.367694 2.396487 -1.407733 -0.3 0.4 0.1
C 2.189469 3.187455 -1.854803 -0.1 -0.2 0.1
N 0.959578 2.846629 -1.985866 0.1 -0.1 0.1
C 0.065913 3.952855 -2.222873 0.2 0.0 0.2
C 0.106894 5.073261 -1.396366 0.0 0.0 0.1
C -0.776854 6.125564 -1.597223 0.0 -0.1 0.0
C -1.708549 6.072038 -2.622113 0.0 0.0 0.0
C -1.762844 4.957408 -3.447884 0.0 0.1 0.0
C -0.883291 3.914934 -3.232235 0.0 -0.2 -0.1
I -0.954510 2.215125 -4.447256 -0.2 0.1 -0.4
C 3.589717 1.059227 -1.668996 0.2 0.0 0.1
O 2.664764 0.379626 -2.414083 -0.4 -0.7 -0.2
H 6.154584 -1.098926 -1.725941 0.0 0.0 0.0
H 4.576584 -1.309298 -2.521841 0.0 0.0 0.0
H 4.775333 -1.644100 -0.789825 0.0 0.0 0.0
H 6.218662 2.862928 0.343859 0.0 0.0 0.0
H 4.177524 5.175016 -1.151928 0.0 0.0 0.0
H 5.018491 4.832913 0.345633 0.0 0.0 0.0
H 3.087238 4.777194 1.351267 0.0 0.0 0.0
H 2.430844 4.232778 -2.038576 0.0 0.1 0.0
H 0.830035 5.103414 -0.590172 0.0 0.0 0.0
H -0.733551 6.988321 -0.947327 0.0 0.0 0.0
H -2.396211 6.890044 -2.784117 0.0 0.0 0.0
H -2.481589 4.907863 -4.253797 0.0 0.0 0.0
Te -1.842029 -3.163921 -1.428301 0.0 -0.1 0.1
C -1.631963 -4.361823 0.288169 0.0 0.1 -0.2
C -0.359708 -4.780848 0.637089 0.1 -0.1 0.0
C -0.226411 -5.549084 1.788542 -0.2 0.0 0.0
N -1.255151 -5.894434 2.557469 0.0 0.0 0.0
C -2.472206 -5.501540 2.193684 0.2 0.0 -0.1
C -2.718068 -4.732121 1.060025 0.0 0.0 0.1
C -1.641291 -1.219709 -0.309701 0.1 0.1 -0.2
P -2.882210 0.017082 -1.111730 0.4 -0.5 0.4
C -4.314130 -1.075987 -1.357172 -0.2 0.3 -0.1
C -4.581041 -2.158580 -0.505626 -0.1 0.1 -0.1
C -5.672987 -2.982260 -0.745270 0.0 0.0 0.0
C -6.506061 -2.735664 -1.828418 0.0 0.0 0.0
C -6.254387 -1.659864 -2.668358 0.1 0.0 0.0
C -5.159944 -0.832507 -2.434334 0.0 -0.1 0.0
C -3.082024 0.942970 0.424739 -0.2 -0.1 0.0
C -3.793114 0.380634 1.591758 0.0 0.0 -0.1
C -3.392091 0.634678 2.832322 0.1 0.0 0.1
C -2.264874 1.567818 3.133596 0.1 0.0 -0.1
C -1.639813 2.282422 1.908798 0.0 -0.1 0.0
C -2.170024 1.905146 0.564761 0.2 0.1 0.1
P 1.454890 -0.523437 -1.773677 -0.5 0.3 0.3
C 1.673007 -2.262080 -2.208340 0.0 0.1 -0.1
C 2.358697 -3.176055 -1.403104 0.0 0.0 -0.1
C 2.443115 -4.506562 -1.786612 0.0 0.1 0.0
C 1.847404 -4.932432 -2.970602 0.0 0.0 0.0
C 1.164913 -4.029643 -3.774502 0.0 0.0 0.0
C 1.073561 -2.697502 -3.393082 0.0 0.0 0.0
C 1.588438 -0.491863 -0.021938 0.1 0.0 0.1
C 1.075941 -1.483637 1.007129 0.0 0.0 0.1
C 2.180065 -1.648583 2.021863 0.0 0.1 -0.1
C 2.886482 -0.519522 2.392760 0.0 0.0 0.0
C 2.570018 0.708492 1.844437 0.0 0.0 0.0
C 1.507498 0.780114 0.775219 0.0 0.1 0.0
H 0.510276 -4.547952 0.034221 0.0 0.0 0.0
H 0.749703 -5.899902 2.098488 0.0 0.0 0.0
H -3.293042 -5.812389 2.827129 0.0 0.0 0.0
H -3.729490 -4.461023 0.801318 -0.1 0.0 0.0
H -3.976062 -2.320539 0.378891 0.0 0.0 0.1
H -5.889822 -3.805691 -0.076343 0.0 0.0 0.0
H -7.356326 -3.377767 -2.012477 0.0 0.0 0.0
H -6.904891 -1.464266 -3.509537 0.0 0.0 0.0
H -4.960578 -0.002594 -3.101035 0.0 0.0 0.0
H -4.659791 -0.243542 1.414284 0.0 0.0 0.0
H -3.928027 0.210271 3.672743 0.0 0.0 0.0
H -2.592090 2.253952 3.916155 0.0 0.0 0.0
H -1.542759 3.361632 2.017684 0.0 0.0 0.0
H -1.680537 2.349242 -0.304441 0.0 0.0 0.1
H 2.829563 -2.845460 -0.486170 0.0 0.0 0.0
H 2.984942 -5.211107 -1.169779 0.0 0.0 0.0
H 1.925638 -5.969179 -3.268524 0.0 0.0 0.0
H 0.713695 -4.358746 -4.700654 0.0 0.0 0.0
H 0.545519 -1.987183 -4.020147 0.0 0.0 0.0
H 0.754288 -2.440482 0.603888 0.0 0.0 0.0
H 2.372406 -2.619274 2.455795 0.0 0.0 0.0
H 3.671643 -0.594857 3.133933 0.0 0.0 0.0
H 3.100339 1.606799 2.122462 0.0 0.0 0.0
H 1.581892 1.702348 0.208139 0.0 0.0 0.0
C 1.207752 1.582443 4.979424 -0.1 0.0 0.0
C -0.287125 1.685170 4.731584 0.0 0.0 0.0
C -0.819373 1.037959 3.454303 -0.1 0.0 0.0
N -0.296673 1.638314 2.177056 0.0 0.0 -0.1
N 0.092170 0.671637 1.224675 -0.1 -0.1 0.3
C -0.180550 -0.725845 1.600952 0.1 0.1 0.1
N -1.420091 -1.251636 1.041486 -0.1 -0.4 0.1
S -0.418773 -0.739709 3.411331 0.0 0.0 -0.1
H 1.461530 2.096367 5.905818 0.0 0.0 0.0
H 1.758196 2.053984 4.169283 0.1 0.0 -0.1
H 1.538175 0.548805 5.064181 0.0 0.0 0.0
H -0.573826 2.740045 4.689240 0.0 0.0 0.0
H -0.847966 1.259162 5.569493 0.0 0.0 0.0
H -0.726540 -0.853955 -0.759655 0.1 -0.3 0.1
H -2.057053 -1.683149 1.692065 -0.1 0.3 0.0
```
Forces are in eV/Å.

Calculated values
Spin multiplicity = 5
E_HOMO (spin up / spin down) = -12.20 / -12.98 eV
Relative energy (zero: lowest compared OMol25 entry of this formula, charge and spin) = 82.4 kcal per mole
Largest force on an atom = 0.0196 hartree/bohr
Total charge = +2
Orbital gap (spin up / spin down) = 6.77 / 5.07 eV
⟨S²⟩ = 6.047

***

Density functional theory data (the ωB97M-V functional and the def2-TZVPD basis) for a cluster of 12 separate species, H24O12 in total at a distorted geometry.

```
36
Properties=species:S:1:pos:R:3:forces:R:3
O 11.255000 -3.644000 -17.423000 1.9 0.9 -1.0
H 10.789000 -4.430000 -17.272000 -1.1 -1.3 0.3
H 10.753000 -2.944000 -17.031000 -0.6 0.5 0.3
O 12.191000 -4.114000 -14.504000 -0.5 1.4 0.1
H 12.884000 -4.665000 -14.228000 1.8 -0.8 0.8
H 11.547000 -4.746000 -14.790000 -0.8 -0.1 -0.5
O 9.381000 -6.018000 -21.031000 0.0 0.1 -0.7
H 8.698000 -6.668000 -21.109000 -0.9 -0.7 -0.7
H 9.810000 -6.365000 -20.249000 0.4 0.2 0.6
O 10.282000 -5.756000 -15.451000 -1.0 0.5 1.1
H 9.766000 -5.888000 -14.613000 1.2 -0.6 -1.1
H 10.795000 -6.492000 -15.780000 -0.2 -0.7 0.6
O 5.481000 -4.309000 -17.952000 1.0 0.3 1.3
H 6.165000 -4.818000 -18.397000 -0.4 0.1 -0.3
H 4.675000 -4.208000 -18.426000 -0.5 -0.3 -1.0
O 10.032000 -6.573000 -18.538000 -2.9 -0.5 0.8
H 9.807000 -7.358000 -18.007000 -0.2 0.1 -0.2
H 10.934000 -6.526000 -18.637000 3.5 0.2 -0.2
O 8.456000 -3.833000 -19.862000 -0.9 -0.1 -0.7
H 7.701000 -3.542000 -20.378000 -0.3 0.9 -0.1
H 8.454000 -4.720000 -20.233000 1.2 -0.8 0.0
O 6.710000 -5.567000 -15.224000 -2.0 -1.1 -0.1
H 7.211000 -5.827000 -14.482000 0.9 0.0 1.3
H 7.220000 -5.048000 -15.822000 0.7 0.9 -0.9
O 8.350000 -7.939000 -16.829000 1.0 -0.7 -1.1
H 8.223000 -7.240000 -16.220000 -0.5 1.5 0.9
H 7.758000 -8.612000 -16.527000 -0.5 -0.7 0.1
O 6.902000 -2.129000 -15.729000 0.8 0.1 -0.4
H 7.102000 -2.272000 -16.671000 0.5 0.5 0.2
H 6.055000 -2.530000 -15.716000 -1.5 -0.6 0.6
O 8.444000 -4.706000 -17.073000 -0.3 0.3 0.3
H 8.852000 -5.240000 -17.744000 0.0 -0.3 -1.2
H 9.038000 -4.954000 -16.361000 0.1 0.4 0.4
O 7.871000 -1.916000 -18.234000 0.0 2.3 -0.8
H 8.037000 -1.295000 -18.974000 -0.2 0.3 1.1
H 8.018000 -2.686000 -18.747000 0.4 -2.2 0.1
```
Forces are in eV/Å.

Calculated values
Spin multiplicity = 1
SMILES string = O.O.O.O.O.O.O.O.O.O.O.O
E_HOMO = -9.74 eV
Relative energy (zero: lowest compared OMol25 entry of this formula, charge and spin) = 69.4 kcal per mole
Largest force on an atom = 0.0681 hartree/bohr
Orbital gap = 9.19 eV

***

Question: The highest largest force on an atom belongs to which entry?
Answer: H24O12